(1)
{"formula": "C2H5O2S", "method": "ωB97M-V with the def2-TZVPD basis set", "e_above_lowest_kcal_mol": 22.4, "lumo_ev": 3.46, "gap_ev": 7.59, "homo_ev": -4.13, "charge": -1, "symbols": ["C", "S", "H", "H", "H", "O", "C", "O", "H", "H"], "xyz": [[-0.654, 1.296, -0.424], [-0.732, 0.574, -2.216], [-0.358, 2.352, -0.554], [-1.732, 1.232, -0.039], [0.095, 0.605, -0.090], [0.844, -1.481, 2.458], [1.002, -1.342, 1.238], [0.201, -1.553, 0.328], [2.139, -1.037, 0.970], [-0.805, -0.646, -1.671]], "atomic_forces_ev_per_a": [[-1.9, 0.3, -2.3], [-0.3, 0.6, 1.1], [0.0, -0.6, 0.3], [2.0, -0.1, -0.1], [0.0, 0.1, 1.2], [0.0, 0.2, 0.6], [2.0, -0.2, 0.8], [-0.4, 0.2, -1.3], [-1.5, -0.2, -0.1], [0.1, -0.3, -0.2]], "lowdin_charge": [-0.3979, 0.4976, 0.0078, 0.0470, -0.0440, -0.1365, -0.7402, -0.1486, 0.1060, -0.1913]}

---

(2)
{"formula": "C22H27N3O4S", "method": "ωB97M-V with the def2-TZVPD basis set", "e_above_lowest_kcal_mol": 74.1, "lumo_ev": 0.69, "gap_ev": 8.17, "homo_ev": -7.48, "charge": 0, "symbols": ["C", "H", "O", "C", "C", "H", "H", "C", "N", "C", "N", "C", "C", "C", "C", "C", "C", "H", "O", "C", "H", "H", "H", "O", "C", "H", "H", "H", "H", "C", "N", "H", "S", "C", "C", "C", "C", "C", "C", "C", "H", "H", "H", "O", "C", "H", "H", "H", "H", "H", "H", "H", "H", "H", "H", "H", "H"], "xyz": [[3.867, 1.935, 0.625], [4.114, 1.947, 1.694], [2.660, 1.255, 0.394], [1.574, 1.689, 1.170], [0.973, 3.034, 0.738], [0.124, 3.240, 1.392], [1.705, 3.832, 0.866], [0.525, 3.019, -0.730], [-0.428, 1.956, -0.983], [-0.059, 0.815, -1.637], [-0.754, -0.259, -1.709], [-1.970, -0.302, -1.080], [-2.499, 0.833, -0.456], [-3.760, 0.766, 0.132], [-4.504, -0.398, 0.124], [-3.966, -1.553, -0.499], [-2.713, -1.478, -1.088], [-2.318, -2.359, -1.566], [-4.543, -2.780, -0.594], [-5.851, -3.030, -0.130], [-5.931, -2.895, 0.950], [-6.043, -4.073, -0.381], [-6.586, -2.395, -0.628], [-5.748, -0.490, 0.699], [-6.296, 0.661, 1.291], [-5.688, 1.011, 2.131], [-7.277, 0.359, 1.655], [-6.411, 1.472, 0.565], [-4.122, 1.669, 0.593], [-1.718, 2.057, -0.416], [-2.214, 3.098, 0.112], [-1.639, 3.931, 0.107], [1.459, 0.827, -2.534], [1.763, -0.973, -2.679], [2.351, -1.462, -1.399], [3.693, -1.252, -1.133], [4.246, -1.622, 0.089], [3.439, -2.220, 1.049], [2.098, -2.435, 0.776], [1.548, -2.061, -0.434], [0.499, -2.216, -0.632], [1.475, -2.897, 1.528], [3.835, -2.516, 2.008], [5.575, -1.348, 0.244], [6.189, -1.681, 1.463], [5.730, -1.148, 2.303], [7.228, -1.369, 1.366], [6.153, -2.758, 1.654], [4.330, -0.776, -1.863], [2.454, -1.069, -3.516], [0.802, -1.428, -2.904], [0.080, 3.983, -1.002], [1.392, 2.857, -1.370], [1.863, 1.753, 2.230], [0.822, 0.899, 1.069], [4.633, 1.384, 0.083], [3.839, 2.967, 0.258]], "atomic_forces_ev_per_a": [[0.0, 0.0, 0.0], [0.0, 0.0, 0.0], [0.0, 0.0, 0.0], [-0.2, 0.2, 0.2], [0.2, -0.4, -0.2], [0.0, 0.1, 0.0], [0.0, 0.1, 0.0], [0.2, 0.4, 0.3], [-0.3, 0.1, 0.1], [0.0, -0.9, -0.4], [0.3, 0.0, -0.2], [-0.6, 0.5, 0.5], [0.1, -0.8, -0.2], [-0.1, -0.1, 0.0], [-0.1, 0.2, 0.1], [0.3, -0.1, -0.1], [-0.3, 0.1, 0.2], [0.0, -0.1, -0.1], [0.3, 0.3, 0.0], [-0.5, -0.2, 0.1], [0.0, 0.0, -0.1], [0.0, 0.1, 0.0], [0.0, -0.1, 0.0], [0.3, -0.3, -0.2], [-0.1, 0.2, 0.1], [0.0, 0.0, 0.0], [0.1, 0.1, 0.0], [0.0, 0.0, 0.0], [-0.1, 0.1, 0.1], [0.1, 0.0, -0.2], [-0.3, 0.6, 0.3], [0.2, -0.1, -0.1], [0.3, 0.1, -0.5], [-0.3, 0.4, 0.1], [0.2, -0.1, 0.1], [0.1, -0.2, 0.2], [-0.1, 0.0, -0.2], [0.3, 0.0, 0.2], [-0.1, 0.0, 0.0], [-0.1, -0.1, 0.0], [-0.1, 0.0, 0.0], [0.0, 0.0, 0.1], [0.1, 0.0, 0.1], [-0.2, 0.1, -0.3], [0.1, -0.1, 0.2], [0.0, 0.0, 0.0], [-0.1, 0.0, 0.1], [0.0, 0.0, 0.0], [0.1, 0.1, -0.1], [0.0, 0.0, 0.0], [0.2, -0.1, -0.1], [0.1, -0.1, -0.1], [-0.1, 0.1, 0.1], [0.0, 0.0, -0.1], [0.0, 0.1, 0.1], [0.1, 0.1, 0.0], [0.0, 0.0, 0.0]], "lowdin_charge": [-0.0913, 0.0941, -0.2255, -0.2183, -0.1365, 0.1082, 0.1115, -0.1739, -0.0081, -0.5659, 0.0918, -0.2173, -0.0925, 0.0450, -0.1784, -0.1838, 0.0699, 0.1277, -0.0623, -0.0738, 0.0937, 0.0934, 0.0958, -0.1200, -0.0788, 0.0984, 0.0947, 0.0994, 0.1009, -0.3206, 0.1518, 0.0382, 1.0238, -0.3730, -0.3007, 0.0140, -0.2797, -0.0264, -0.0686, -0.0520, 0.0986, 0.1057, 0.1005, -0.0936, -0.0932, 0.0935, 0.0921, 0.0952, 0.1301, 0.0822, 0.0728, 0.1238, 0.0636, 0.1261, 0.1259, 0.0852, 0.0866]}

---

(3)
{"formula": "C9H21N", "method": "ωB97M-V with the def2-TZVPD basis set", "e_above_lowest_kcal_mol": 54.6, "lumo_ev": 0.86, "gap_ev": 8.82, "homo_ev": -7.96, "charge": 0, "symbols": ["C", "C", "C", "C", "C", "C", "C", "C", "C", "N", "H", "H", "H", "H", "H", "H", "H", "H", "H", "H", "H", "H", "H", "H", "H", "H", "H", "H", "H", "H", "H"], "xyz": [[-0.338, -0.553, 0.523], [-0.868, 0.210, -0.604], [1.442, 0.199, 0.548], [-0.917, -0.264, 1.896], [-0.109, -2.043, 0.338], [-1.355, 1.627, -0.386], [-0.309, 0.047, -1.999], [1.601, 1.697, 0.699], [2.414, -0.366, -0.468], [-2.487, -0.711, -0.762], [1.651, -0.268, 1.514], [-2.301, -1.627, -1.167], [-2.981, -0.870, 0.114], [-1.618, 0.556, 2.018], [-0.152, -0.021, 2.633], [-1.469, -1.110, 2.304], [0.138, -2.322, -0.682], [-1.009, -2.590, 0.619], [0.698, -2.376, 0.993], [-1.724, 1.833, 0.613], [-2.203, 1.771, -1.056], [-0.611, 2.372, -0.655], [-1.138, 0.171, -2.696], [0.136, -0.928, -2.176], [0.413, 0.829, -2.227], [0.901, 2.122, 1.416], [2.608, 1.922, 1.069], [1.510, 2.214, -0.256], [2.326, 0.115, -1.440], [2.310, -1.442, -0.596], [3.440, -0.191, -0.126]], "atomic_forces_ev_per_a": [[4.4, 1.8, 0.3], [-4.7, -1.9, -0.6], [-1.8, -1.7, 1.1], [-0.2, 0.1, 0.7], [0.0, 0.2, 0.1], [-0.4, 0.0, -0.3], [-0.3, -0.1, 0.1], [-0.1, 0.0, 0.0], [0.0, 0.0, 0.0], [1.5, 1.7, -0.8], [0.3, 0.1, 0.0], [0.2, 0.1, 0.2], [0.5, 0.2, 0.2], [0.0, 0.2, -0.6], [0.3, -0.2, 0.0], [0.1, -0.3, -0.1], [0.1, 0.0, 0.0], [0.0, 0.0, 0.0], [0.0, 0.0, 0.0], [0.1, 0.0, 0.0], [0.0, 0.0, -0.1], [0.2, 0.0, 0.1], [0.0, 0.0, 0.0], [0.1, 0.0, 0.0], [0.1, 0.0, 0.1], [-0.1, 0.1, 0.0], [0.0, -0.1, 0.0], [-0.1, 0.1, 0.0], [0.0, 0.0, -0.1], [0.0, -0.1, -0.1], [-0.1, 0.0, 0.0]], "lowdin_charge": [-0.4026, -0.4070, -0.2873, -0.0570, -0.0698, -0.0576, -0.0516, -0.0984, -0.1013, 0.0309, 0.1007, 0.0148, 0.0186, 0.0672, 0.0812, 0.0806, 0.0692, 0.0773, 0.0900, 0.0677, 0.0842, 0.0705, 0.0876, 0.0739, 0.0799, 0.0761, 0.0817, 0.0680, 0.0633, 0.0672, 0.0821]}

---

(4)
{"formula": "C16H24N4O6PPdS", "method": "ωB97M-V with the def2-TZVPD basis set", "e_above_lowest_kcal_mol": 14.2, "lumo_ev": 2.86, "gap_ev": 6.42, "homo_ev": -3.56, "charge": -1, "symbols": ["Pd", "N", "C", "C", "C", "C", "C", "C", "S", "O", "O", "N", "C", "N", "C", "C", "C", "N", "H", "H", "H", "H", "H", "H", "H", "H", "H", "C", "O", "P", "O", "C", "O", "C", "H", "H", "H", "H", "H", "H", "H", "H", "H", "C", "O", "C", "C", "H", "H", "H", "H", "H", "H"], "xyz": [[-0.327, 1.006, 0.312], [6.197, 4.580, -0.242], [5.503, 3.360, -0.203], [5.523, 2.567, 0.942], [4.801, 1.387, 1.004], [4.029, 0.978, -0.079], [4.031, 1.754, -1.231], [4.751, 2.936, -1.294], [3.101, -0.548, -0.064], [3.953, -1.518, 0.580], [2.738, -0.754, -1.446], [1.741, -0.292, 0.714], [1.672, -0.166, 2.049], [0.402, -0.208, 2.531], [0.221, -0.009, 3.819], [1.259, 0.236, 4.711], [2.518, 0.239, 4.134], [2.746, 0.043, 2.847], [6.978, 4.630, 0.392], [6.464, 4.870, -1.170], [6.119, 2.876, 1.795], [4.825, 0.771, 1.889], [3.469, 1.406, -2.088], [4.732, 3.534, -2.199], [-0.811, -0.052, 4.164], [1.095, 0.404, 5.765], [3.399, 0.414, 4.750], [-3.188, -1.838, 0.556], [-3.623, -0.488, 0.463], [-2.479, 0.512, -0.193], [-2.757, 0.089, -1.759], [-1.703, 0.202, -2.702], [-3.460, 1.837, -0.196], [-3.360, 2.752, 0.877], [-3.881, -2.368, 1.209], [-2.178, -1.901, 0.977], [-3.185, -2.316, -0.426], [-1.804, -0.616, -3.416], [-0.722, 0.140, -2.218], [-1.776, 1.152, -3.241], [-3.691, 3.727, 0.516], [-2.326, 2.833, 1.229], [-4.006, 2.447, 1.706], [0.867, 3.595, 2.001], [0.909, 3.762, 0.574], [0.396, 2.792, -0.183], [0.651, 3.192, -1.617], [1.890, 3.685, 2.364], [0.450, 2.611, 2.226], [0.247, 4.395, 2.404], [0.758, 4.272, -1.747], [-0.107, 2.787, -2.282], [1.602, 2.709, -1.864]], "atomic_forces_ev_per_a": [[-0.9, 0.2, -0.5], [0.0, 0.0, 0.0], [0.0, 0.0, 0.0], [0.0, 0.0, 0.1], [-0.1, -0.1, -0.1], [0.1, 0.2, 0.0], [-0.1, 0.0, 0.0], [0.0, 0.0, 0.0], [0.2, 0.3, -0.1], [0.0, -0.1, 0.0], [0.1, -0.2, -0.1], [-0.1, -0.2, 0.2], [0.1, -0.1, 0.2], [-0.1, 0.1, 0.1], [-0.1, 0.0, 0.1], [0.0, -0.1, -0.2], [0.1, 0.0, 0.1], [0.0, 0.0, -0.1], [0.0, 0.0, 0.0], [0.0, 0.0, 0.0], [0.0, 0.0, 0.0], [0.0, 0.0, 0.0], [0.0, 0.0, 0.0], [0.0, 0.0, 0.0], [0.0, 0.0, 0.0], [0.0, 0.0, 0.0], [0.0, 0.0, 0.0], [0.0, -0.1, 0.1], [0.3, 0.0, 0.0], [0.0, 0.1, -0.2], [0.1, 0.0, 0.2], [0.1, 0.0, 0.0], [0.2, -0.2, 0.0], [0.0, 0.1, 0.1], [0.0, 0.0, 0.0], [0.0, 0.0, 0.0], [0.0, 0.0, 0.0], [0.0, 0.0, 0.0], [0.0, 0.0, 0.0], [0.0, 0.0, 0.0], [0.0, 0.0, 0.0], [0.0, 0.0, 0.0], [0.0, 0.0, 0.0], [0.1, -0.1, -0.4], [-0.4, 0.0, -0.1], [0.7, 0.2, 0.2], [0.0, -0.1, 0.3], [0.0, 0.0, 0.1], [0.0, 0.0, 0.1], [0.0, 0.0, 0.1], [0.0, 0.0, 0.0], [0.0, 0.0, 0.0], [0.0, 0.1, -0.1]], "lowdin_charge": [0.3959, 0.0757, -0.3365, -0.0431, -0.0659, -0.2671, -0.0825, -0.0425, 0.5540, -0.3257, -0.3479, -0.1451, -0.4941, 0.0659, -0.1741, -0.0923, -0.1636, 0.1171, 0.0748, 0.0757, 0.1026, 0.0911, 0.1001, 0.1056, 0.1017, 0.0794, 0.0996, -0.1754, -0.3415, 0.6941, -0.3334, -0.1665, -0.3391, -0.1788, 0.0728, 0.0630, 0.0733, 0.0762, 0.0499, 0.0720, 0.0755, 0.0369, 0.0764, -0.0672, -0.1563, -0.3082, -0.0790, 0.0866, 0.0470, 0.0824, 0.0732, 0.0486, 0.0589]}

---

(5)
{"formula": "C2H2O2", "method": "ωB97M-V with the def2-TZVPD basis set", "e_above_lowest_kcal_mol": 59.2, "lumo_ev": 0.03, "gap_ev": 9.56, "homo_ev": -9.54, "charge": 0, "symbols": ["O", "C", "C", "O", "H", "H"], "xyz": [[-1.204, 0.099, -1.337], [-0.851, 0.112, -0.208], [0.955, -0.426, 0.297], [0.424, 0.748, 0.178], [-1.373, -0.206, 0.693], [2.049, -0.326, 0.376]], "atomic_forces_ev_per_a": [[0.1, 0.1, 0.6], [-0.7, 0.3, -0.6], [0.4, 0.0, 0.2], [0.1, -0.7, -0.3], [0.0, 0.0, 0.0], [0.1, 0.2, 0.1]], "lowdin_charge": [0.1102, -0.3460, 0.0771, -0.0259, 0.1353, 0.0492]}